9
Properties=species:S:1:pos:R:3:forces:R:3 method="wB97M-V/def2-TZVPD" lumo_ev=0.75 spin_multiplicity=1 smiles="N[N+](=O)[O-].N#[N+][O-]" homo_ev=-11.229
N -0.8663 -0.9713 0.2274 0.31 2.38 -0.62
N 0.4047 -1.2171 0.5992 -0.96 -0.66 -0.42
O 1.2671 -0.4115 0.3756 0.49 1.22 -0.30
O 0.5444 -2.2665 1.1240 1.04 -2.57 1.64
H -1.4687 -1.7493 0.1282 -0.12 -0.87 -0.04
H -0.8269 -0.2146 -0.4409 -0.84 -0.26 -0.02
N -0.5911 1.6060 -0.5839 0.04 1.25 -0.76
N 0.2818 2.2965 -0.7137 -0.87 -1.52 0.96
O 1.2551 2.9278 -0.7160 0.90 1.02 -0.43


48
Properties=species:S:1:pos:R:3:forces:R:3 method="wB97M-V/def2-TZVPD" lumo_ev=0.51 spin_multiplicity=1 smiles="CO[C@@]1(C(=O)NC[C@H](CO)NC(=O)Cc2cc(Cl)n(C)n2)CCSC1" homo_ev=-8.663
C -1.7284 -2.1228 1.0035 0.01 0.03 -0.01
O -0.4935 -1.5435 0.6110 -0.02 0.01 0.03
C -0.0239 -1.8249 -0.6996 -0.01 0.01 -0.03
C -0.6364 -0.8655 -1.7391 0.04 0.00 0.12
O -0.3818 -0.9992 -2.9279 0.01 -0.01 -0.07
N -1.3875 0.1236 -1.2275 0.00 -0.01 0.01
C -1.9356 1.1984 -2.0240 0.03 -0.01 -0.05
C -1.0688 2.4607 -1.9605 -0.04 0.00 0.04
C 0.2167 2.2468 -2.7547 -0.10 -0.05 -0.01
O -0.1260 2.1469 -4.1214 0.14 0.13 -0.04
N -0.6851 2.8462 -0.6046 0.07 -0.12 0.00
C -1.3912 2.6291 0.5348 -0.07 0.18 0.00
O -2.5268 2.1894 0.5529 0.04 -0.03 0.01
C -0.6408 2.9580 1.8228 0.03 -0.07 -0.05
C 0.3054 1.8504 2.1821 -0.02 0.00 -0.05
C 1.6845 1.7600 1.9104 -0.02 0.04 0.06
C 2.0354 0.5391 2.4331 -0.01 -0.05 -0.07
Cl 3.5592 -0.2376 2.4800 -0.03 -0.01 -0.02
N 0.9334 -0.0299 2.9529 0.00 0.01 0.01
C 0.7941 -1.3496 3.5349 -0.01 0.03 0.00
N -0.1379 0.7648 2.8001 0.03 -0.01 0.04
C 1.4958 -1.5948 -0.6519 0.00 0.01 0.00
C 2.2199 -2.9262 -0.3693 0.00 0.01 0.01
S 0.9545 -4.2011 -0.0869 0.00 0.00 -0.03
C -0.2143 -3.2815 -1.1130 -0.01 0.00 0.01
H -2.0504 -1.5744 1.8874 0.00 0.00 -0.01
H -2.4947 -2.0212 0.2298 -0.01 0.02 -0.01
H -1.6058 -3.1792 1.2566 0.01 0.00 0.00
H -1.4829 0.1779 -0.2251 -0.01 -0.05 0.03
H -1.9585 0.8767 -3.0640 -0.01 0.00 0.02
H -2.9438 1.4100 -1.6850 -0.01 0.01 0.01
H -1.6298 3.2681 -2.4413 0.00 0.02 0.02
H 0.9024 3.0892 -2.5953 -0.02 0.02 -0.02
H 0.7048 1.3353 -2.4004 0.05 0.01 0.03
H 0.3594 1.4169 -4.5135 -0.09 -0.10 0.03
H 0.2594 3.1764 -0.4897 0.00 0.00 0.00
H -0.0912 3.8949 1.7167 0.00 0.00 -0.01
H -1.3887 3.0757 2.6028 -0.01 -0.01 0.00
H 2.3366 2.4788 1.4449 0.01 0.00 0.01
H -0.1125 -1.3401 4.1325 0.00 0.00 0.00
H 0.7103 -2.1018 2.7506 0.01 -0.01 -0.02
H 1.6510 -1.5634 4.1694 0.00 0.00 0.00
H 1.8335 -1.1838 -1.6023 -0.02 -0.03 -0.02
H 1.6874 -0.8577 0.1266 0.03 0.03 0.01
H 2.8303 -3.2177 -1.2226 0.02 0.00 0.01
H 2.8640 -2.8724 0.5057 -0.01 0.00 0.03
H -1.2257 -3.6485 -0.9505 0.00 -0.01 -0.01
H 0.0243 -3.3764 -2.1715 0.00 -0.01 0.01


106
Properties=species:S:1:pos:R:3:forces:R:3 method="wB97M-V/def2-TZVPD" lumo_ev="-0.86 / -2.39" spin_multiplicity=3 homo_ev="-7.076 / -7.717"
Pt 14.7000 14.6898 12.8977 -1.62 -0.34 1.47
C 14.8563 17.8181 14.3704 -0.43 -0.58 -0.75
C 16.3616 17.8925 14.1978 0.25 0.68 -0.54
C 17.2096 16.6643 14.3122 -0.26 0.06 2.87
Sb 17.2288 15.0993 12.6630 1.88 -0.19 -0.86
C 19.3971 15.6645 12.6127 -1.11 0.02 0.60
C 19.7129 16.9921 12.3050 1.09 -0.36 -0.61
C 21.0496 17.2906 11.9578 -1.19 -0.61 0.30
C 22.0351 16.3230 12.1039 0.63 0.54 -0.19
C 21.7233 15.0683 12.5973 -0.11 -0.67 0.24
C 20.3933 14.7289 12.8917 0.48 0.42 -0.55
C 17.3341 14.2651 10.5885 0.45 -0.70 0.06
C 18.4281 13.5536 10.0899 -0.03 -0.24 0.41
C 18.3819 12.9844 8.8323 0.19 -0.23 -0.46
C 17.3367 13.2524 7.9545 -0.54 0.27 0.21
C 16.2436 13.9838 8.4296 0.19 0.39 -0.27
C 16.2232 14.3883 9.7704 -0.08 0.24 0.10
Sb 13.7098 18.3235 12.5237 -0.68 -0.12 0.11
C 14.8457 17.8850 10.6988 -0.03 -0.48 1.05
C 14.0606 17.9433 9.5452 0.13 0.84 -0.11
C 14.6402 18.2163 8.3040 0.74 -0.10 0.78
C 16.0397 18.2801 8.2189 -0.37 0.14 -0.54
C 16.8144 18.0285 9.3284 0.72 -0.50 1.28
C 16.2294 17.8212 10.6006 0.26 0.02 -1.36
C 14.3258 20.4109 12.5368 0.44 -1.24 -0.75
C 14.0841 21.0990 13.6976 -0.09 0.96 0.07
C 14.6493 22.3399 13.9073 0.60 0.55 -0.06
C 15.5820 22.8562 12.9949 -0.49 -0.07 0.51
C 15.7565 22.2018 11.7873 0.09 0.43 -0.57
C 15.0861 21.0071 11.5334 0.29 0.43 0.61
H 14.4694 18.5417 15.1169 0.22 -0.48 -0.41
H 14.5673 16.7820 14.6479 -0.11 0.72 0.00
H 16.7440 18.5690 14.9573 0.28 0.15 0.33
H 16.6388 18.3892 13.2693 -0.08 0.31 -0.12
H 16.9272 16.1000 15.2404 0.22 0.15 -0.87
H 18.2612 16.9517 14.3971 -0.16 -0.30 -0.24
H 18.9815 17.8029 12.3246 0.00 -0.37 -0.37
H 21.2509 18.2299 11.4806 0.30 0.48 0.26
H 23.0730 16.6167 11.8811 -0.55 -0.43 -0.04
H 22.4925 14.2911 12.7011 -0.24 0.53 0.17
H 20.1901 13.7651 13.3558 -0.18 0.07 -0.44
H 19.3003 13.3396 10.6918 0.04 0.19 0.18
H 19.1791 12.3103 8.5312 0.04 0.24 -0.07
H 17.3578 12.8889 6.9259 -0.01 0.10 0.31
H 15.4723 14.3552 7.7347 0.18 -0.60 0.50
H 15.3435 14.8295 10.2203 -0.37 0.38 -0.37
H 12.9809 17.9220 9.6594 0.02 -0.01 -0.11
H 14.0343 18.4650 7.4551 -0.24 -0.20 -0.34
H 16.5404 18.5285 7.2794 -0.30 -0.13 0.22
H 17.9125 17.9838 9.2508 -0.58 0.07 -0.07
H 16.8702 17.5420 11.4458 -0.29 0.60 -0.31
H 13.3858 20.7526 14.4274 -0.30 -0.48 0.46
H 14.3527 22.8994 14.7866 0.28 0.04 0.07
H 16.1362 23.7622 13.2252 -0.22 -0.03 -0.11
H 16.3781 22.6741 11.0071 -0.27 -0.43 0.46
H 15.1957 20.5649 10.5681 0.13 -0.48 -0.43
F 13.0009 14.2096 15.3212 1.88 -0.03 -0.63
C 14.2843 13.8886 14.8288 -0.29 -0.11 0.62
F 15.2105 14.1882 15.9039 -1.33 0.33 -2.04
H 14.3374 12.7907 14.8017 -0.12 0.35 -0.39
N 12.3122 15.4775 11.5516 1.10 -1.13 0.76
C 12.7875 14.5409 12.2765 -1.22 1.04 0.18
H 11.3443 15.3275 11.2426 0.23 -0.17 0.13
O 11.8658 13.5163 12.6744 0.83 -0.21 -0.91
C 12.2257 12.2461 12.3333 1.73 -0.33 1.29
O 13.3956 11.8750 12.2129 -2.24 0.69 -0.29
C 10.9990 11.3666 12.2872 0.79 -0.09 -1.77
C 11.3194 10.0939 11.4336 -0.69 1.03 0.37
Ge 11.6704 10.6249 9.5935 -0.58 0.85 -0.23
C 13.3430 9.8892 8.9582 0.44 -0.08 0.39
C 14.5896 10.3574 9.4215 -1.15 -0.02 -0.05
C 15.7548 9.7642 9.0012 0.78 -0.18 -0.07
C 15.7031 8.6088 8.2251 -0.30 -0.09 -0.28
C 14.4653 8.1071 7.7985 0.64 -0.10 0.41
C 13.2919 8.7426 8.1597 -0.27 0.45 0.02
C 10.2923 9.9913 8.3720 -0.23 -0.76 0.11
C 9.2768 9.0602 8.7220 1.13 1.20 -0.67
C 8.5031 8.5251 7.7125 -0.09 -0.06 -0.37
C 8.6536 8.9099 6.3729 0.66 0.26 0.62
C 9.6411 9.8297 6.0366 -0.07 0.32 -0.24
C 10.4656 10.3489 7.0337 -0.73 -0.37 -0.07
C 11.4281 12.5945 9.3486 -0.49 -0.38 0.03
C 10.1119 13.1094 9.3830 -0.06 -0.13 -0.18
C 9.8384 14.4222 8.9580 0.61 -0.72 0.91
C 10.8777 15.2220 8.4447 -0.92 -1.14 0.10
C 12.1398 14.6527 8.3054 0.06 0.85 0.36
C 12.4376 13.4072 8.8547 0.30 -0.07 -0.61
H 10.2388 12.0345 11.8490 0.01 -0.63 0.06
H 10.6817 11.1403 13.2768 -0.13 -0.22 1.00
H 10.4686 9.4088 11.4664 0.27 -0.10 0.09
H 12.2453 9.6211 11.7446 -0.13 -0.16 0.45
H 14.6126 11.1303 10.1797 0.08 0.29 -0.20
H 16.7104 10.2128 9.2969 -0.30 -0.39 -0.01
H 16.6201 8.0776 7.9756 -0.18 0.17 -0.08
H 14.4129 7.1797 7.2502 0.10 -0.08 -0.19
H 12.3161 8.3526 7.8462 0.47 0.09 0.01
H 9.1207 8.8062 9.7655 0.00 -0.20 -0.16
H 7.8038 7.7618 7.9815 -0.56 -0.26 -0.05
H 8.0425 8.4931 5.6011 -0.36 -0.27 -0.22
H 9.7791 10.1895 5.0001 -0.17 -0.42 0.64
H 11.2215 11.0493 6.7231 0.33 0.21 0.16
H 9.2631 12.4525 9.7026 0.82 0.68 -0.26
H 8.8300 14.7674 9.1581 0.08 0.35 -0.43
H 10.6267 16.2243 8.1319 0.29 0.11 -0.18
H 12.9068 15.2553 7.8272 0.13 -0.14 0.17
H 13.4693 13.0348 8.8117 -0.40 0.13 -0.04


20
Properties=species:S:1:pos:R:3:forces:R:3 method="wB97M-V/def2-TZVPD" total_charge=-1 lumo_ev=3.27 spin_multiplicity=1 smiles="CN/C=C/CCC[O-]" homo_ev=-1.996
C 0.1475 3.7193 -0.5955 -1.22 -2.27 2.67
N 0.7739 2.7334 0.3409 -0.68 2.08 -0.97
C -0.0134 1.6274 0.6240 2.18 0.17 0.05
C 0.6196 0.5079 0.9340 -3.31 -2.15 -0.13
C -0.2417 -0.8224 0.9866 0.23 3.05 -2.96
C 0.3619 -1.7903 -0.0125 1.49 -1.22 0.02
C -0.7883 -2.5231 -0.9944 0.63 -1.83 3.73
O -0.7777 -3.8643 -1.0368 0.40 -0.08 0.16
H 0.2515 4.6847 -0.1635 -0.43 1.12 0.17
H 0.7525 3.6527 -1.4319 0.40 0.16 -2.40
H -0.9669 3.3650 -0.7280 2.22 1.13 -0.15
H 1.4298 3.0659 1.0205 -0.13 0.17 0.13
H -1.0509 1.8580 0.4465 -0.47 -0.97 0.15
H 1.6862 0.3986 0.9988 0.29 0.27 -0.05
H -0.2970 -0.9565 1.9947 -0.53 -1.76 2.76
H -1.2689 -0.5732 0.5518 1.07 -0.06 0.97
H 1.0352 -2.5916 0.4761 -1.30 0.86 -0.67
H 1.1138 -1.1144 -0.5125 -0.65 -0.96 -0.49
H -1.6913 -2.1661 -0.4460 -0.36 0.44 -0.51
H -0.7038 -2.1555 -1.9524 0.16 1.86 -2.48


38
Properties=species:S:1:pos:R:3:forces:R:3 method="wB97M-V/def2-TZVPD" lumo_ev=-0.05 spin_multiplicity=1 smiles="CCCCC(=O)Nc1nnc(SCC(=O)NC2CC2)s1" homo_ev=-8.520
C 0.9003 0.0890 2.0159 5.95 0.90 -0.33
C 0.5234 -1.0402 2.7422 0.43 -4.33 6.19
C 1.5191 -2.2495 2.6005 1.04 0.00 8.01
C 1.6109 -2.9667 1.3881 5.61 -1.09 -1.42
C 0.4938 -3.6631 1.2613 -14.77 -10.43 0.68
O -0.0664 -4.7241 1.9529 4.82 5.04 -2.28
N -0.6652 -3.3522 0.3683 4.46 3.99 -2.84
C -0.3431 -2.3829 -0.7771 -4.00 -3.11 2.03
N 0.6224 -1.6091 -0.9462 -0.99 1.38 -0.78
N 0.3516 -0.5969 -1.8731 -2.75 -2.27 -2.12
C -0.8647 -0.9077 -2.5796 5.31 2.13 3.32
S -1.2566 0.1489 -3.7833 -0.76 2.71 -2.25
C 0.2423 1.5150 -3.7381 -3.12 -3.51 -3.28
C 0.2696 2.1941 -2.4822 8.04 3.76 0.61
O 1.4703 2.7713 -2.2470 -5.18 -2.71 -0.86
N -0.7616 2.4920 -1.7315 7.63 -2.01 -4.74
C -0.6125 3.2711 -0.7724 1.26 6.23 11.17
C -1.6399 2.8361 0.5502 3.32 2.62 -0.03
C -1.6771 4.1080 -0.2409 -6.03 -5.09 -5.10
S -1.8441 -2.0988 -1.9866 1.58 -1.38 1.79
H 0.1741 0.7702 1.9575 -2.30 3.73 0.93
H 2.1111 0.4153 2.3069 -3.85 -0.41 -1.02
H 0.8226 -0.1930 1.0259 1.04 -0.63 -2.66
H 0.4735 -0.8215 3.9709 0.12 -0.59 -3.12
H -0.4140 -1.5020 2.5328 -1.23 0.31 -0.42
H 1.4075 -3.0823 3.5235 -0.60 2.12 -2.31
H 2.5035 -1.9459 2.9553 0.31 0.65 -0.58
H 1.7052 -2.2672 0.6344 0.71 0.95 -1.94
H 2.4086 -3.8245 1.3165 -0.80 1.90 0.43
H -1.4861 -3.9513 0.2271 1.15 -0.01 0.50
H 0.9152 0.7641 -4.1237 1.40 0.44 1.25
H 0.0167 2.0588 -4.6940 -0.19 0.27 1.34
H -1.5583 2.2293 -1.9384 -9.68 -3.57 -2.86
H 0.3771 3.6203 -0.4904 -0.08 -0.57 -0.44
H -1.2948 2.8909 1.5833 0.09 -0.16 -0.42
H -2.0192 1.9582 0.2029 -1.69 -2.07 -0.55
H -1.7049 4.9446 0.2572 0.96 4.52 2.41
H -2.7103 4.1016 -0.9691 2.76 0.30 1.71


25
Properties=species:S:1:pos:R:3:forces:R:3 method="wB97M-V/def2-TZVPD" lumo_ev="-1.83 / -1.12" spin_multiplicity=6 homo_ev="-6.863 / -7.259"
Mn 0.1163 -2.3526 -0.2608 -0.18 0.59 0.26
Se -1.8573 -3.6828 -0.6854 0.22 0.01 0.09
Se -0.6792 -5.6827 -0.2305 -0.10 -0.05 -0.04
Te 1.3971 -4.4487 0.5187 0.17 -0.15 0.00
Se 1.5215 -1.1597 -2.3661 0.29 0.05 -0.06
C 0.4910 1.5267 -2.4954 -0.02 -0.03 0.01
C 1.5639 2.0480 -1.6454 0.04 0.05 -0.02
C 1.9763 1.4442 -0.5333 0.03 -0.17 0.11
C 1.2904 0.2306 -0.0138 -0.07 0.57 0.02
N 1.5862 -0.9989 -0.4727 -0.17 -0.75 -0.28
C 0.3325 0.2477 -2.8401 -0.08 0.02 -0.05
C 0.1741 0.3619 0.8542 -0.29 -0.30 0.09
C -0.1636 1.5264 1.5734 0.14 0.01 -0.10
C -1.2648 1.5241 2.3892 -0.11 -0.11 0.02
C -2.0482 0.3677 2.4943 0.09 0.14 -0.01
C -1.6872 -0.7321 1.7463 -0.11 -0.16 0.00
N -0.6210 -0.7547 0.9441 0.10 0.24 0.00
H -0.2051 2.2546 -2.9024 -0.03 -0.03 -0.01
H 2.0197 2.9820 -1.9578 0.04 -0.01 0.02
H 2.7987 1.8515 0.0471 0.02 0.05 -0.04
H -0.4791 -0.0580 -3.4890 -0.01 0.04 0.01
H 0.4566 2.4056 1.4694 0.00 0.01 0.01
H -1.5291 2.4120 2.9487 0.01 0.01 0.00
H -2.9166 0.3308 3.1341 -0.01 -0.03 -0.01
H -2.2728 -1.6437 1.7731 0.02 0.00 -0.02


Energy above the lowest of the compared OMol25 structures with the same formula, charge and spin for every record listed, in sequence, given in eV: 0.0481 0.3688 1.6041 2.6334 11.0433 4.1945.